1.
Below is 6 unconnected molecules or ions with the total composition C24H24F24O12, with properties calculated with ωB97M-V with the def2-TZVPD basis set.

Output
highest occupied orbital energy = -10.61 eV
E_LUMO = 0.00 eV
structure (SMILES) = FC(F)C(F)(F)COC(F)(F)C(F)F.FC(F)C(F)(F)COC(F)(F)C(F)F.FC(F)C(F)(F)COC(F)(F)C(F)F.O=C1OCCO1.O=C1OCCO1.O=C1OCCO1
HOMO-LUMO gap = 0.3900 hartree
charge = 0
DFT total energy = -115064.343 eV
energy relative to the best compared isomer or geometry (same formula, charge and spin) = 2.063 eV

Positions of all 84 atoms, in Å:
F 6.16449 -17.22153 -10.65729
C 7.07648 -16.74327 -9.84249
F 7.84584 -17.75029 -9.48608
C 7.78881 -15.45689 -10.43969
F 8.65293 -15.84360 -11.40601
F 8.46384 -14.87525 -9.50965
C 6.76158 -14.52241 -11.06878
O 5.58805 -14.38417 -10.25955
C 4.63494 -13.49590 -10.86324
F 4.40318 -13.78371 -12.17763
F 3.50257 -13.78972 -10.21191
C 4.97357 -11.94335 -10.70042
F 5.06038 -11.66318 -9.44653
F 6.09332 -11.53387 -11.25725
H 6.52363 -16.39471 -8.97016
H 6.51244 -15.03489 -11.99796
H 7.24350 -13.59667 -11.38317
H 4.15595 -11.28527 -10.99457
F 11.82505 -9.55701 -19.62544
C 12.50793 -8.65539 -18.89616
F 11.58289 -7.93039 -18.25150
C 13.62498 -9.23467 -18.07087
F 14.28599 -8.24541 -17.41723
F 14.54596 -9.73695 -18.83833
C 13.15527 -10.25645 -17.05684
O 14.24266 -10.98917 -16.49759
C 13.88174 -12.10991 -15.64524
F 13.36500 -11.49941 -14.52263
F 13.00862 -12.95941 -16.24502
C 15.23385 -12.79834 -15.32098
F 15.17795 -13.87046 -14.52947
F 16.01460 -13.20461 -16.34539
H 12.91811 -7.98075 -19.64764
H 12.47136 -10.88062 -17.63197
H 12.51946 -9.84690 -16.27190
H 15.85047 -12.11630 -14.73558
F 9.78321 -13.43302 -12.15092
C 10.66247 -12.54742 -11.84592
F 10.72827 -11.67265 -12.83921
C 10.49305 -11.97148 -10.45510
F 10.74187 -12.97993 -9.50430
F 9.21984 -11.67079 -10.28130
C 11.40400 -10.80424 -10.06436
O 12.81824 -11.11948 -10.01005
C 13.62499 -10.36048 -10.94087
F 13.10326 -10.37900 -12.14113
F 13.52694 -9.09150 -10.50978
C 15.07192 -10.86760 -11.00588
F 15.22294 -12.20190 -11.05058
F 15.85226 -10.22033 -11.94006
H 11.62857 -13.04792 -11.78075
H 11.07149 -10.53336 -9.06229
H 11.19160 -9.93295 -10.68391
H 15.55613 -10.60561 -10.06513
O 7.60058 -12.72388 -21.28707
C 7.90133 -13.01076 -20.11388
O 7.94091 -12.18092 -19.06409
C 8.39167 -12.84548 -17.88893
C 8.26675 -14.28656 -18.25199
O 8.24180 -14.23475 -19.66874
H 9.45166 -12.63703 -17.74377
H 7.86791 -12.56824 -16.97410
H 7.27678 -14.61688 -17.93742
H 9.18620 -14.76987 -17.92164
O 5.60753 -12.23755 -16.00368
C 4.75809 -11.60534 -16.66429
O 4.88588 -10.39330 -17.12933
C 3.72265 -9.86844 -17.61844
C 2.72426 -11.02988 -17.58217
O 3.52984 -12.00852 -16.90509
H 3.40687 -9.04436 -16.97868
H 3.87153 -9.51326 -18.63814
H 2.54064 -11.29232 -18.62406
H 1.73815 -10.85451 -17.15214
O 9.92698 -10.13426 -16.85374
C 9.05651 -10.08600 -15.99526
O 8.96199 -10.82894 -14.88683
C 7.91937 -10.46073 -14.01979
C 7.26098 -9.37997 -14.84807
O 8.13565 -9.15048 -15.90971
H 7.24690 -11.31151 -13.91004
H 8.34800 -10.04247 -13.10907
H 7.20411 -8.46324 -14.26114
H 6.24483 -9.61720 -15.16314

***

2.
Below is a molecular structure, C24H24F5N5OTeV, with properties calculated with ωB97M-V with the def2-TZVPD basis set.

Output
highest occupied orbital energy (alpha / beta) = -10.64 / -10.64 eV
E_LUMO (alpha / beta) = -5.45 / -5.47 eV
HOMO-LUMO gap (alpha / beta) = 0.1909 / 0.1902 hartree
charge = +1
DFT total energy = -81338.706 eV

Positions of all 61 atoms, in Å:
V -0.24406 0.23230 -0.22060
C 4.10659 -0.14674 -0.77600
C 2.85710 -0.38713 -0.18333
N 1.84831 0.45025 -0.29326
C 2.04139 1.62669 -0.96890
C 3.25008 1.94322 -1.60673
C 4.29540 0.99546 -1.50546
C 3.36067 3.18860 -2.26345
C 2.31737 4.07599 -2.23697
C 1.11914 3.77889 -1.56240
C 0.96806 2.56350 -0.94263
N -0.09824 2.08966 -0.17912
C -0.70367 2.74551 0.90695
C -1.13598 4.04297 0.99639
C -1.64808 4.53296 2.21309
C -1.70419 3.74621 3.32939
C -1.27637 2.40088 3.27261
C -1.33294 1.50358 4.35772
C -0.91177 0.21157 4.19151
C -0.44762 -0.19844 2.93810
N -0.38210 0.60583 1.89194
C -0.79885 1.90105 2.05183
H 4.89550 -0.87509 -0.65877
H 2.68466 -1.29230 0.38631
H 5.24249 1.19019 -1.99279
H 4.28226 3.43326 -2.77493
H 2.41170 5.02982 -2.73706
H 0.31603 4.50157 -1.55626
H -1.10667 4.69325 0.13390
H -1.99613 5.55539 2.25630
H -2.09161 4.13400 4.26230
H -1.71731 1.84533 5.31052
H -0.95388 -0.50304 5.00019
H -0.13749 -1.22410 2.78140
F -3.44588 1.28450 1.61106
Te -2.75925 0.67776 -0.06092
F -3.54391 2.28343 -0.65298
F -4.37984 -0.22419 -0.07477
F -2.88965 0.19379 -1.92150
F -2.20297 -1.02462 0.89400
O -0.23484 0.04321 -1.73122
C -1.68713 -2.68106 -1.35417
C -1.72178 -4.21224 -1.65583
N -0.41372 -4.79729 -1.40276
C 0.58696 -4.11900 -2.20396
C 0.66926 -2.62059 -1.77624
N -0.36922 -2.33969 -0.76557
C -0.13306 -3.17488 0.42676
C -0.07570 -4.67872 0.00418
H -2.47406 -2.41460 -0.66001
H -1.81319 -2.09009 -2.25997
H -1.99698 -4.38875 -2.69527
H -2.45331 -4.70968 -1.01953
H 0.31509 -4.20337 -3.25601
H 1.54903 -4.61336 -2.06327
H 0.50708 -1.96218 -2.62695
H 1.64829 -2.39754 -1.34733
H -0.95065 -2.99647 1.12316
H 0.80849 -2.87278 0.89724
H -0.77500 -5.26942 0.59548
H 0.92608 -5.08325 0.15463

***

3.
Below is a single C24H24N2O4S molecule, with properties calculated with ωB97M-V with the def2-TZVPD basis set.

Output
highest occupied orbital energy = -7.92 eV
E_LUMO = -0.08 eV
structure (SMILES) = CCOc1ccc(NC(=O)c2ccc3c(SCC(=O)O)c4c(nc3c2)CCCC4)cc1
HOMO-LUMO gap = 0.2882 hartree
charge = 0
DFT total energy = -47284.617 eV
energy relative to the best compared isomer or geometry (same formula, charge and spin) = 0.200 eV

Positions of all 55 atoms, in Å:
C -4.59724 -4.00965 0.21205
C -5.01089 -3.17685 1.42217
O -4.03689 -2.21906 1.78328
C -3.87963 -1.09478 1.03325
C -2.80702 -0.27556 1.39409
C -2.55522 0.89981 0.72408
C -3.35715 1.28277 -0.34972
N -3.13138 2.46660 -1.06906
C -1.95915 3.07559 -1.39857
O -1.95540 4.18176 -1.90267
C -0.70690 2.30600 -1.14321
C 0.37531 2.97264 -0.53583
C 1.54058 2.31139 -0.27143
C 1.68054 0.95302 -0.61262
C 2.80933 0.16326 -0.30496
S 4.13456 0.89562 0.66479
C 3.57723 0.36877 2.33352
C 2.19274 0.90554 2.55815
O 1.17790 0.30651 2.32092
O 2.21197 2.15545 3.02574
C 2.88791 -1.14931 -0.70458
C 1.78138 -1.67502 -1.42708
N 0.70715 -0.98264 -1.68748
C 0.61752 0.29803 -1.29294
C -0.57431 1.00106 -1.54769
C 1.79995 -3.07707 -1.96436
C 2.84293 -3.96118 -1.29357
C 4.17942 -3.23043 -1.26917
C 4.06953 -2.00859 -0.36523
C -4.44122 0.48439 -0.69044
C -4.70512 -0.69182 -0.01115
H -4.47513 -3.38274 -0.66777
H -3.65017 -4.50367 0.41337
H -5.35372 -4.76272 0.00872
H -5.98380 -2.69824 1.25348
H -5.09516 -3.81978 2.30294
H -2.17804 -0.58180 2.21406
H -1.73095 1.52061 1.03550
H -3.95676 2.95018 -1.40286
H 0.25761 4.01496 -0.27906
H 2.36845 2.82159 0.19999
H 4.29016 0.81082 3.02502
H 3.58546 -0.71812 2.38353
H 1.31135 2.50601 3.11094
H -1.36803 0.47807 -2.05728
H 0.79743 -3.49556 -1.86567
H 2.01360 -3.01006 -3.03597
H 2.92975 -4.90358 -1.83698
H 2.53407 -4.18993 -0.27114
H 4.97049 -3.88545 -0.89996
H 4.44411 -2.91949 -2.28198
H 4.98046 -1.40740 -0.41518
H 3.96086 -2.34838 0.67110
H -5.08709 0.78212 -1.50417
H -5.55871 -1.27853 -0.31172

***

4.
Below is a molecular structure, C24H24N2O4S, with properties calculated with ωB97M-V with the def2-TZVPD basis set.

Output
highest occupied orbital energy = -7.65 eV
E_LUMO = -0.14 eV
HOMO-LUMO gap = 0.2758 hartree
charge = 0
DFT total energy = -47266.943 eV
energy relative to the best compared isomer or geometry (same formula, charge and spin) = 17.874 eV

Positions of all 55 atoms, in Å:
C 6.41951 0.62953 0.72720
H 6.81915 0.86505 -0.38274
H 7.12017 -0.13092 0.95698
H 6.56853 1.45168 1.27195
O 5.00962 0.14074 0.53860
C 4.54436 -0.82478 -0.00224
O 5.27821 -1.50470 -0.55963
C 3.12414 -0.97330 -0.07815
C 2.30087 -0.35473 0.91662
C 1.03550 -0.66091 1.03553
C 0.34796 -1.26853 0.13198
C 1.09675 -2.01017 -0.93652
C 2.58161 -2.04993 -0.98044
H 3.20897 -2.25784 -1.56599
H 0.74255 -2.80443 -1.66618
N -1.05586 -1.66932 0.25474
C -1.77196 -1.57617 -0.88515
C -3.15295 -1.48217 -0.38900
C -2.95487 -1.62264 0.85730
C -1.77858 -1.80358 1.38159
C -1.20649 -2.23082 2.48847
H -1.16659 -1.26195 3.38425
H -0.18943 -2.57493 2.50765
H -1.88334 -2.87954 3.25561
H -3.89830 -1.69594 1.33434
C -4.17371 -0.97586 -1.25465
O -4.31556 -1.23244 -2.46019
C -5.38343 -0.22255 -0.50919
H -6.07862 -1.21624 0.10762
H -6.02893 0.10518 -1.11244
S -4.99978 0.85626 0.85521
C -3.42514 1.33635 0.41388
C -2.90381 1.62022 -0.73032
C -1.64617 1.83382 -0.98683
C -0.79974 2.09507 0.11492
C -1.21847 2.24176 1.44550
C -2.53187 1.63427 1.44860
H -2.93693 1.51409 2.88916
H -0.63366 2.29155 2.26798
N 0.46803 2.62773 0.01434
C 1.47424 1.94686 -0.91047
O 0.88269 1.32967 -1.69110
C 2.71038 2.50953 -0.94987
H 2.75691 3.49563 -0.86963
H 3.24781 2.31924 -1.94426
H 3.46472 2.06548 -0.12278
H 1.10709 2.88371 0.72506
H -1.12866 1.94947 -1.93108
H -3.56244 1.53358 -1.69990
C -1.45348 -1.04273 -2.25255
H -1.04408 -1.97611 -2.88499
H -0.42086 -0.42122 -2.32942
H -1.93372 -0.56480 -2.95889
H 0.44140 -0.20126 1.87046
H 2.92625 0.21403 1.84902